Entry 1:
C8H16O in the gas phase. Source: the OMol25 dataset; level of theory: ωB97M-V/def2-TZVPD.

Each line ends with the Mulliken charge.
Cartesian coordinates (Å):
H1 -0.733 -1.243 -1.698  0.441
H2 -1.179 -2.016 3.047  0.408
H3 -0.933 1.488 2.063  0.366
C1 0.337 -1.104 -1.559  -1.994
H4 -0.942 2.517 -2.387  0.281
C2 -0.132 0.205 0.588  0.198
H5 -1.051 0.819 -2.899  0.280
O1 0.410 1.331 -1.509  -0.474
C3 -1.019 -1.017 2.647  -1.689
H6 -1.972 -0.493 2.654  0.364
C4 -0.419 1.381 1.125  -1.456
H7 -0.325 -0.493 3.299  0.402
H8 -1.656 1.309 -1.292  0.318
H9 0.745 -1.987 -1.077  0.429
H10 2.369 1.137 0.091  0.398
H11 2.417 -0.627 0.239  0.347
C5 2.140 0.200 -0.409  -1.621
C6 -0.880 1.484 -2.045  -0.779
C7 -0.460 -1.115 1.232  0.180
H12 -1.182 -1.646 0.606  0.269
H13 0.804 -1.000 -2.537  0.480
C8 0.639 0.154 -0.733  1.805
H14 -0.144 2.294 0.626  0.339
H15 2.715 0.146 -1.329  0.405
H16 0.450 -1.722 1.257  0.304

Its net charge is 0. The SMILES is C=C(CC)C(C)(C)OC. For the energy relative to the best compared isomer or geometry (same formula, charge and spin), the calculation gives 17.3 kcal/mol.

Entry 2:
2 unconnected molecules or ions with the total composition C4H7NO2 at a distorted geometry. Source: the OMol25 dataset; level of theory: ωB97M-V/def2-TZVPD.

Each line ends with the Mulliken charge.
Cartesian coordinates (Å):
O1 -0.721 1.203 -0.208  -0.523
H1 1.841 1.412 0.702  0.349
C1 0.190 -0.963 0.411  -0.088
H2 1.717 1.828 -1.018  0.309
N1 -0.949 -1.274 0.868  -0.473
H3 2.518 0.320 -0.528  0.370
O2 -3.463 -0.330 -0.135  -0.210
C2 -2.567 -0.749 -0.701  0.138
C3 0.340 0.304 -0.407  0.305
C4 1.690 1.001 -0.302  -1.350
H4 -1.018 -2.242 1.175  0.228
H5 -0.814 1.351 0.740  0.359
H6 0.210 -0.062 -1.439  0.248
H7 1.055 -1.636 0.442  0.338

Its net charge is 0. For the energy relative to the best compared isomer or geometry (same formula, charge and spin), the calculation gives 48.5 kcal/mol.

Entry 3:
2 unconnected molecules or ions with the total composition C3H7N3 at a distorted geometry. Source: the OMol25 dataset; level of theory: ωB97M-V/def2-TZVPD.

Each line ends with the Mulliken charge.
Cartesian coordinates (Å):
C1 -2.335 1.370 1.205  -0.180
H1 1.174 1.950 0.724  0.272
N1 -3.305 1.854 1.641  -0.482
H2 -0.970 -0.753 -0.896  0.288
H3 1.741 0.776 -0.475  0.297
C2 -0.058 -0.954 -0.316  -0.162
N2 1.085 1.054 0.258  -0.210
H4 -0.318 -1.793 0.340  0.322
N3 1.101 -1.200 -1.163  -0.597
C3 0.099 0.270 0.522  -0.126
H5 -0.818 0.648 1.128  0.147
H6 0.849 -1.261 -2.141  0.216
H7 1.560 -2.067 -0.910  0.215

Its net charge is 0. For the energy relative to the best compared isomer or geometry (same formula, charge and spin), the calculation gives 62.4 kcal/mol.

Entry 4:
C6H9N in the gas phase at a distorted geometry. Source: the OMol25 dataset; level of theory: ωB97M-V/def2-TZVPD.

Each line ends with the Mulliken charge.
Cartesian coordinates (Å):
N1 0.105 -1.729 -0.100  -0.018
C1 0.364 0.028 -1.865  -1.351
C2 -0.481 -0.451 1.615  -0.673
H1 -0.862 -0.124 2.573  0.404
H2 1.119 2.241 0.758  0.250
H3 0.192 -2.520 -0.718  0.190
H4 1.054 0.848 -2.088  0.272
C3 -0.423 -1.748 1.166  -0.594
H5 -0.576 2.362 1.240  0.329
C4 0.391 -0.440 -0.452  0.207
H6 -0.684 -2.678 1.647  0.396
H7 -0.663 0.396 -1.791  0.341
C5 0.034 0.387 0.590  0.786
C6 0.107 1.888 0.530  -1.183
H8 -0.141 2.282 -0.468  0.295
H9 0.464 -0.743 -2.638  0.349

Its net charge is 0. The SMILES is Cc1cc[nH]c1C. For the energy relative to the best compared isomer or geometry (same formula, charge and spin), the calculation gives 13.5 kcal/mol.

Entry 5:
3 unconnected molecules or ions with the total composition C4H10O2 at a distorted geometry. Source: the OMol25 dataset; level of theory: ωB97M-V/def2-TZVPD.

Each line ends with the Mulliken charge.
Cartesian coordinates (Å):
C1 -0.255 -0.999 1.276  -0.852
H1 0.346 -1.256 2.129  0.268
H2 -1.908 -1.856 3.155  0.237
H3 -4.285 -2.071 3.042  0.268
H4 4.942 2.867 -2.347  0.309
O1 4.525 2.574 -3.161  -0.616
O2 1.702 1.352 -2.488  -0.635
H5 4.925 3.097 -3.877  0.319
H6 2.298 1.639 -3.191  0.312
H7 -2.032 -0.664 0.289  0.259
H8 1.493 2.144 -1.982  0.312
H9 -4.227 -1.576 1.226  0.261
C2 -3.736 -1.887 2.133  -0.737
C3 -2.415 -1.720 2.202  -0.038
H10 0.208 -0.530 0.426  0.286
C4 -1.581 -1.116 1.169  0.048

Its net charge is 0. The SMILES is C=CC=C.O.O. For the energy relative to the best compared isomer or geometry (same formula, charge and spin), the calculation gives 44.8 kcal/mol.

Entry 6:
C2H6N4S in the gas phase at a distorted geometry. Source: the OMol25 dataset; level of theory: ωB97M-V/def2-TZVPD.

Each line ends with the Mulliken charge.
Cartesian coordinates (Å):
H1 2.602 0.861 -1.264  0.308
N1 -2.126 -0.271 0.419  -0.266
N2 -3.154 -0.775 -0.403  -0.539
H2 -1.268 0.766 -1.118  0.453
H3 0.048 0.610 1.562  0.299
N3 0.913 1.337 -0.063  -0.149
C1 1.841 0.412 -0.563  -0.186
H4 -3.819 -1.425 0.173  0.266
S1 2.109 -1.127 0.101  -0.255
H5 0.940 2.357 -0.382  0.263
N4 -0.188 1.051 0.659  -0.299
C2 -1.266 0.504 -0.099  -0.153
H6 -3.812 -0.016 -0.910  0.255

Its net charge is 0. The SMILES is N/N=C/NNC=S. For the energy relative to the best compared isomer or geometry (same formula, charge and spin), the calculation gives 73.3 kcal/mol.

Entry 7:
3 unconnected molecules or ions with the total composition C29H42N2O6P2S. Source: the OMol25 dataset; level of theory: ωB97M-V/def2-TZVPD.

Each line ends with the Mulliken charge.
Cartesian coordinates (Å):
P1 2.238 -0.044 -1.039  0.303
H1 2.361 8.624 0.581  0.365
C1 4.463 2.906 2.249  0.164
H2 -0.970 -3.149 4.296  0.306
H3 1.296 -2.849 -0.096  0.100
C2 -1.798 0.704 -1.004  1.445
H4 -1.704 2.407 0.254  0.483
H5 -1.447 -1.518 3.837  0.302
C3 3.138 5.922 -1.962  -0.212
C4 -4.192 -1.036 0.157  -1.679
C5 -4.582 -1.594 -2.292  -1.375
O1 -1.890 -1.863 -3.326  -0.575
H6 0.572 -8.311 1.396  0.341
C6 -0.682 -3.717 -0.246  0.646
H7 -4.037 -3.587 -2.993  0.275
C7 1.510 7.272 -0.866  -0.241
O2 -4.586 3.063 -0.409  -0.535
H8 -4.318 -1.312 -3.311  0.393
H9 -0.287 -8.881 -0.058  0.394
H10 -1.197 -8.470 1.393  0.332
H11 -4.380 0.340 -1.479  0.332
C8 -1.524 -1.274 -2.341  -0.259
P2 -0.843 -4.396 1.417  1.132
H12 1.034 5.796 -2.363  0.371
H13 2.561 1.172 -1.652  0.046
H14 -1.260 -2.788 -0.179  -1.137
H15 1.616 -2.579 -2.583  0.456
C9 -3.379 2.711 -1.071  -0.569
H16 -1.241 -4.365 -0.929  0.626
H17 -3.682 2.209 -1.990  0.336
C10 4.721 3.884 1.304  -0.332
H18 1.187 -1.962 2.711  0.256
C11 -0.355 0.940 -1.313  -0.110
H19 -5.149 -3.598 -1.616  0.424
H20 5.659 5.786 0.968  0.461
H21 -3.466 -3.229 -1.368  -0.030
H22 -0.316 -1.796 1.832  -0.243
H23 4.360 3.785 0.287  0.426
C12 5.442 5.004 1.682  -0.366
C13 1.810 6.283 -1.789  -0.372
C14 -2.473 1.798 -0.222  -1.174
C15 -0.458 -6.777 0.291  0.091
C16 -0.592 -2.185 3.959  -1.250
N1 5.645 4.162 3.915  -0.566
H24 4.766 2.349 4.304  0.345
H25 -4.455 -0.174 0.768  0.431
C17 5.881 5.095 2.994  -0.296
H26 0.050 -1.761 4.731  0.346
O3 -0.304 -5.888 1.410  -0.481
O4 -2.209 -4.193 1.916  -0.824
C18 -4.294 -3.085 -2.061  -0.932
H27 -3.074 1.340 0.566  0.397
O5 0.323 -3.737 2.270  -0.474
C19 0.172 -2.347 2.645  0.492
H28 -2.826 3.617 -1.340  0.351
H29 3.409 5.152 -2.675  0.411
H30 -3.366 -1.574 0.628  0.249
O6 0.096 2.056 -1.406  -0.632
H31 6.446 5.960 3.327  0.348
H32 -5.052 -1.709 0.180  0.479
C20 2.547 7.855 -0.156  -0.400
H33 -5.656 -1.411 -2.197  0.549
H34 4.675 7.854 0.137  0.409
C21 0.620 -2.705 -2.154  -2.024
N2 4.145 6.473 -1.287  -0.499
C22 -2.406 -0.377 -1.514  0.506
H35 1.258 -4.382 -0.947  0.484
H36 2.924 -0.970 -1.837  0.059
C23 -0.329 -8.198 0.793  -1.421
C24 3.841 7.423 -0.405  -0.196
C25 0.515 -0.263 -1.497  1.207
H37 3.895 2.024 1.985  0.194
H38 -4.386 3.285 0.505  0.341
H39 0.323 -6.549 -0.439  0.179
C26 0.713 -3.446 -0.804  -0.236
H40 0.485 7.579 -0.699  0.381
C27 -0.051 -1.375 -1.961  -0.181
H41 -1.441 -6.625 -0.162  0.338
H42 0.025 -3.285 -2.863  0.409
S1 2.626 -0.154 0.863  -0.476
C28 -3.898 -0.629 -1.310  0.740
C29 4.947 3.094 3.536  -0.351

As for the electronic energy: -75433.5044 eV. Its net charge is 0. The SMILES is CCOP(=O)(CCCC1=C([PH2]=S)C(=O)C(CCO)=C([C@H](C)CC)C1=O)OCC.c1ccncc1.c1ccncc1.

net charge of number 6 (C2H6N4S)? 0

Which value of net charge does entry 4 give? 0

Look up the net charge of the fifth one. 0